[1]
The following is a quantum chemistry calculation of a molecular structure, H14O7 at a distorted geometry, from the Open Molecules 2025 dataset.

The total energy is -534.71971 Eh. As for the gap between HOMO and LUMO: 0.329 Ha. The multiplicity is 1.

Positions of all 21 atoms, in Å:
O  -0.64  -0.36  -0.25
H  0.21  -0.78  -0.36
H  -0.54  0.18  0.53
O  -1.95  -1.77  -1.20
H  -1.26  -1.24  -0.81
H  -2.64  -1.15  -1.42
O  1.79  1.06  -0.41
H  2.09  1.19  -1.31
H  1.37  0.20  -0.43
O  1.16  -1.17  -0.71
H  1.46  -1.08  -1.62
H  1.73  -1.84  -0.33
O  -1.58  1.75  -0.47
H  -2.04  1.42  0.30
H  -1.29  0.97  -0.94
O  0.94  -0.46  2.27
H  0.16  -0.99  2.09
H  0.83  0.32  1.74
O  0.00  0.88  1.17
H  -0.22  1.60  1.75
H  0.42  1.30  0.42


[2]
The following is a quantum chemistry calculation of a single C6H5Cl molecule at a distorted geometry, from the Open Molecules 2025 dataset.

The total energy is -691.70295 Eh. Its structure (SMILES) is C#C/C(Cl)=C\C=C. As for the gap between HOMO and LUMO: 0.338 Ha. The multiplicity is 1.

Positions of all 12 atoms, in Å:
C  -0.11  2.45  -0.08
C  -0.15  1.26  -0.11
C  -0.42  -0.18  -0.06
Cl  -2.13  -0.55  0.06
C  0.54  -1.11  0.03
C  1.99  -0.97  -0.18
C  2.74  0.05  0.20
H  -0.17  3.51  -0.05
H  0.19  -2.16  0.09
H  2.52  -1.81  -0.66
H  2.41  0.85  0.81
H  3.78  0.01  0.03


[3]
The following is a quantum chemistry calculation of a single C3H6O2 molecule at a distorted geometry, from the Open Molecules 2025 dataset.

The total energy is -268.16486 Eh. As for the gap between HOMO and LUMO: 0.217 Ha. The multiplicity is 1.

Positions of all 11 atoms, in Å:
O  1.81  0.49  -0.17
C  1.15  -0.65  -0.22
C  -0.22  -0.81  0.58
C  -1.45  -0.36  0.04
O  -1.22  1.20  -0.12
H  1.76  -1.61  -0.06
H  0.85  -0.83  -1.28
H  -0.25  -0.83  1.67
H  -2.37  -0.29  0.61
H  -1.82  -0.67  -0.97
H  -0.29  1.36  0.13


[4]
The following is a quantum chemistry calculation of a molecular structure, C20H31O2Sm at a distorted geometry, from the Open Molecules 2025 dataset.

The total energy is -1588.96799 Eh. As for the gap between HOMO and LUMO (spin up / spin down): 0.273 / 0.274 Ha. The multiplicity is 6.

Positions of all 54 atoms, in Å:
O  -0.46  1.53  -3.87
C  0.54  2.32  -4.57
C  -0.40  3.52  -4.64
H  0.78  1.85  -5.53
H  1.43  2.47  -3.96
C  -1.45  2.58  -4.03
H  -0.65  3.87  -5.63
H  -0.14  4.35  -3.98
C  -2.54  2.11  -4.97
H  -2.10  1.60  -5.83
H  -3.15  2.97  -5.29
H  -3.15  1.37  -4.45
C  -2.07  3.12  -2.77
H  -1.30  3.40  -2.04
H  -2.73  2.36  -2.33
H  -2.67  4.00  -3.06
Sm  0.79  -1.39  -1.48
C  1.43  0.55  0.36
C  2.53  -0.32  0.02
C  3.04  0.14  -1.24
H  2.95  -1.12  0.65
C  2.34  1.33  -1.60
C  1.32  1.55  -0.64
H  0.64  2.41  -0.63
H  0.87  0.51  1.30
H  3.85  -0.33  -1.81
H  2.65  2.04  -2.38
C  -1.19  -1.05  0.28
C  -1.68  0.05  -0.49
C  -2.20  -0.45  -1.71
H  -1.73  1.09  -0.18
C  -2.04  -1.86  -1.71
C  -1.40  -2.24  -0.49
H  -1.08  -3.25  -0.22
H  -0.71  -0.99  1.25
H  -2.76  0.11  -2.45
H  -2.43  -2.54  -2.48
O  0.46  -1.70  -3.61
C  -0.02  -1.37  -5.01
C  0.73  -2.31  -5.95
H  0.23  -0.32  -5.12
H  -1.10  -1.49  -5.01
C  1.53  -3.30  -5.11
H  1.39  -1.71  -6.58
H  0.02  -2.82  -6.60
C  1.39  -2.83  -3.66
H  2.59  -3.31  -5.38
H  1.14  -4.31  -5.21
H  2.37  -2.50  -3.26
H  0.96  -3.65  -3.08
C  1.80  -3.54  -1.07
H  1.68  -3.47  0.03
H  2.84  -3.29  -1.35
H  1.58  -4.56  -1.40